40
Properties=species:S:1:pos:R:3 method="wB97M-V/def2-TZVPD" charge=-2 orbital_gap_ev=1.47 molar_mass_g_mol=266.3
C -1.67 -1.19 0.96
C -1.60 -1.90 -0.39
C -2.00 -1.03 -1.59
C -1.23 -1.38 -2.88
C -0.32 -0.27 -3.42
C 0.66 0.26 -2.41
C 1.49 1.42 -2.99
O 1.40 2.63 -2.23
C 2.18 2.65 -1.13
O 2.87 1.73 -0.71
O 2.15 3.90 -0.56
C 0.90 4.31 -0.08
O 0.49 3.69 1.13
O 1.58 3.20 1.89
H -0.79 -0.60 1.16
H -2.57 -0.58 1.05
H -1.68 -1.95 1.74
H -0.59 -2.27 -0.52
H -2.29 -2.74 -0.33
H -3.05 -1.19 -1.80
H -1.89 0.02 -1.35
H -0.64 -2.28 -2.73
H -1.95 -1.61 -3.65
H -0.97 0.52 -3.79
H 0.24 -0.69 -4.25
H 0.17 0.64 -1.51
H 1.35 -0.50 -2.06
H 1.10 1.67 -3.97
H 2.52 1.13 -3.12
H 0.96 5.38 0.06
H 0.11 4.07 -0.79
H 1.97 3.98 2.30
O 0.89 -1.87 6.25
C 0.14 -1.93 5.12
C 0.14 -3.33 4.37
O -0.61 -3.40 3.22
H 0.43 -1.20 4.32
H -0.96 -1.71 5.27
H -0.17 -4.06 5.17
H 1.23 -3.55 4.23